1.
{
  "formula": "C34H31AuIN2PSi",
  "method": "wB97M-V/def2-TZVPD",
  "largest_force_ev_per_a": 0.252,
  "gap_ev": 7.4527,
  "total_energy_ha": -2487.97007,
  "de_lowest_kcal_mol": 0.00,
  "charge": 0,
  "species": ["Au", "I", "C", "C", "C", "C", "C", "C", "C", "C", "C", "P", "C", "C", "C", "C", "C", "C", "C", "C", "C", "C", "C", "C", "C", "H", "H", "H", "H", "H", "H", "H", "H", "H", "H", "H", "H", "H", "H", "H", "H", "N", "N", "H", "H", "H", "H", "C", "C", "C", "C", "C", "C", "Si", "C", "C", "C", "C", "C", "C", "H", "H", "H", "H", "H", "H", "H", "H", "H", "H", "H"],
  "xyz": [[-0.066, -0.056, 0.259], [-0.328, -3.374, -0.199], [-0.437, -2.939, -2.238], [-1.579, -3.359, -2.864], [-1.670, -3.382, -4.266], [-0.575, -3.070, -5.012], [0.617, -2.623, -4.394], [1.761, -2.378, -5.190], [2.925, -1.952, -4.628], [2.940, -1.623, -3.261], [1.848, -1.806, -2.446], [1.913, -0.882, -0.852], [2.859, 0.614, -1.328], [4.214, 0.796, -1.071], [4.837, 1.991, -1.413], [4.114, 3.005, -2.021], [2.762, 2.826, -2.287], [2.138, 1.641, -1.935], [3.057, -1.808, 0.215], [3.421, -1.245, 1.439], [4.234, -1.942, 2.317], [4.680, -3.216, 1.990], [4.315, -3.785, 0.781], [3.506, -3.084, -0.105], [0.678, -2.444, -2.981], [-2.409, -3.714, -2.269], [-2.589, -3.705, -4.736], [-0.593, -3.162, -6.091], [1.691, -2.553, -6.257], [3.811, -1.797, -5.228], [3.831, -1.155, -2.863], [4.787, 0.009, -0.596], [5.890, 2.125, -1.203], [4.599, 3.936, -2.284], [2.189, 3.617, -2.754], [1.074, 1.518, -2.110], [3.054, -0.259, 1.700], [4.510, -1.493, 3.263], [5.309, -3.763, 2.680], [4.655, -4.779, 0.521], [3.229, -3.536, -1.049], [1.019, 3.053, 1.798], [2.003, 2.068, 1.465], [1.184, 3.458, 2.711], [0.117, 2.589, 1.809], [2.505, 1.741, 2.285], [2.675, 2.503, 0.843], [-3.401, 5.033, 0.035], [-2.184, 4.536, -0.403], [-1.812, 3.235, -0.085], [-2.640, 2.406, 0.671], [-3.862, 2.930, 1.104], [-4.243, 4.226, 0.793], [-2.161, 0.624, 1.090], [-3.479, -0.480, 0.287], [-4.057, -1.557, 0.960], [-4.973, -2.395, 0.337], [-5.341, -2.163, -0.981], [-4.784, -1.091, -1.668], [-3.861, -0.267, -1.040], [-3.696, 6.046, -0.208], [-1.521, 5.161, -0.987], [-0.850, 2.858, -0.418], [-4.531, 2.310, 1.692], [-5.194, 4.610, 1.140], [-2.417, 0.489, 2.556], [-3.789, -1.745, 1.994], [-5.407, -3.223, 0.883], [-6.063, -2.808, -1.467], [-5.071, -0.896, -2.695], [-3.435, 0.566, -1.592]],
  "lowdin_charge": [0.3994, 0.9695, -0.6245, -0.1612, -0.0683, -0.0338, -0.1616, -0.0250, -0.0579, -0.0834, -0.3010, 0.8893, -0.3947, -0.1021, -0.0818, -0.0853, -0.0748, -0.1152, -0.3981, -0.1049, -0.0757, -0.0824, -0.0758, -0.1048, -0.1997, 0.0860, 0.1091, 0.1140, 0.1160, 0.1084, 0.1045, 0.1046, 0.1038, 0.1030, 0.1062, 0.0912, 0.0766, 0.1046, 0.1033, 0.1052, 0.0983, -0.0593, -0.0899, 0.0628, 0.0072, 0.0572, 0.0523, -0.1010, -0.0941, -0.1462, -0.3664, -0.1126, -0.0965, 0.4584, -0.3686, -0.1330, -0.1022, -0.1094, -0.1025, -0.1170, 0.0967, 0.0975, 0.0579, 0.0997, 0.0976, -0.0498, 0.0910, 0.0970, 0.0951, 0.0975, 0.0993]
}

2.
{
  "formula": "C5H10N3",
  "method": "wB97M-V/def2-TZVPD",
  "largest_force_ev_per_a": 4.081,
  "gap_ev": 8.8801,
  "total_energy_ha": -360.49712,
  "de_lowest_kcal_mol": 48.93,
  "charge": 1,
  "species": ["C", "C", "C", "C", "C", "N", "N", "N", "H", "H", "H", "H", "H", "H", "H", "H", "H", "H"],
  "xyz": [[-2.086, -0.760, -0.529], [-2.140, 0.611, -0.661], [-0.818, 0.066, 1.016], [2.014, 0.812, 0.111], [1.163, -0.331, -0.302], [-1.225, -1.037, 0.516], [-1.426, 1.162, 0.406], [1.458, -1.564, -0.112], [-2.639, -1.579, -0.912], [-2.665, 1.108, -1.433], [-0.167, 0.321, 1.928], [1.570, 1.753, -0.338], [2.902, 0.682, -0.536], [2.219, 0.867, 1.131], [0.262, -0.069, -1.007], [-1.265, 2.101, 0.621], [2.151, -1.971, 0.548], [0.691, -2.172, -0.449]],
  "nbo_charge": [-0.1172, -0.0665, 0.1303, -0.7180, 0.3051, -0.4707, -0.5225, -0.6529, 0.2459, 0.2467, 0.2311, 0.2577, 0.2809, 0.2598, 0.2610, 0.4329, 0.4461, 0.4502]
}

3.
{
  "formula": "C5H8CuFO4",
  "method": "wB97M-V/def2-TZVPD",
  "largest_force_ev_per_a": 1.926,
  "gap_ev": [7.1779, 8.7167],
  "total_energy_ha": -2236.49775,
  "de_lowest_kcal_mol": 8.85,
  "multiplicity": 3,
  "charge": 0,
  "species": ["C", "O", "Cu", "C", "H", "H", "H", "H", "H", "C", "O", "C", "C", "O", "O", "F", "H", "H", "H"],
  "xyz": [[-1.249, -0.173, 2.984], [-0.179, -0.058, 2.097], [1.600, 0.011, 2.022], [-1.946, -1.522, 2.895], [-0.897, -0.017, 4.022], [-1.981, 0.636, 2.787], [-2.794, -1.564, 3.596], [-2.326, -1.703, 1.879], [-1.247, -2.333, 3.147], [-0.106, 0.867, 0.371], [-0.781, 2.010, 0.683], [-2.057, 1.983, 0.122], [-2.217, 0.544, -0.350], [-0.873, 0.072, -0.388], [1.133, 0.851, 0.303], [-2.074, 2.855, -0.943], [-2.791, 2.331, 0.856], [-2.792, -0.051, 0.370], [-2.659, 0.478, -1.349]],
  "mulliken_spin": [-0.0003, -0.1663, 2.1868, -0.0017, -0.0108, 0.0076, 0.0017, 0.0008, 0.0038, -0.0846, 0.0181, 0.0031, 0.0000, 0.0122, 0.0282, 0.0004, 0.0001, 0.0007, 0.0001]
}

4.
{
  "formula": "C36H37FN4O4Pd",
  "method": "wB97M-V/def2-TZVPD",
  "largest_force_ev_per_a": 0.273,
  "gap_ev": 6.6161,
  "total_energy_ha": -2141.75435,
  "de_lowest_kcal_mol": 0.00,
  "charge": 0,
  "species": ["Pd", "O", "C", "C", "C", "C", "C", "C", "C", "C", "N", "H", "H", "H", "H", "H", "H", "H", "H", "H", "H", "H", "C", "O", "C", "C", "C", "C", "C", "C", "N", "C", "N", "C", "C", "C", "C", "C", "C", "O", "C", "N", "C", "C", "C", "C", "C", "C", "O", "C", "H", "H", "H", "H", "H", "H", "H", "H", "H", "H", "H", "H", "H", "H", "H", "H", "H", "H", "H", "H", "H", "H", "F", "C", "C", "C", "C", "C", "C", "H", "H", "H", "H"],
  "xyz": [[-0.009, 1.477, 0.355], [-2.721, -0.276, 0.093], [-3.507, 0.906, 0.073], [-3.915, 1.338, 1.475], [-2.713, 1.806, 2.304], [-2.161, 3.130, 1.854], [-2.884, 4.303, 2.059], [-2.364, 5.517, 1.657], [-1.111, 5.536, 1.064], [-0.450, 4.337, 0.889], [-0.958, 3.149, 1.259], [-1.788, 0.027, 0.180], [-4.388, 0.709, -0.542], [-2.941, 1.712, -0.409], [-4.383, 0.489, 1.980], [-4.667, 2.131, 1.406], [-1.911, 1.066, 2.234], [-2.997, 1.885, 3.357], [-3.852, 4.245, 2.540], [-2.919, 6.433, 1.809], [-0.650, 6.457, 0.737], [0.528, 4.302, 0.428], [-2.436, -3.272, -1.204], [-1.100, -2.897, -1.497], [-0.157, -3.857, -1.537], [-0.391, -5.216, -1.367], [0.674, -6.110, -1.437], [1.963, -5.666, -1.671], [2.195, -4.305, -1.834], [1.152, -3.401, -1.769], [1.388, -2.001, -1.926], [1.067, -1.139, -0.893], [1.361, -1.637, 0.351], [0.893, -1.093, 1.575], [1.405, 0.081, 2.138], [0.885, 0.493, 3.375], [-0.105, -0.220, 4.012], [-0.607, -1.392, 3.459], [-0.097, -1.827, 2.247], [-0.477, -2.980, 1.627], [-1.405, -3.803, 2.306], [0.605, 0.047, -1.077], [0.269, 0.425, -2.405], [-1.016, 0.192, -2.893], [-1.366, 0.572, -4.178], [-0.431, 1.188, -5.002], [0.850, 1.417, -4.528], [1.204, 1.037, -3.240], [2.492, 1.242, -2.807], [2.666, 2.507, -2.175], [-2.491, -3.802, -0.251], [-2.846, -3.902, -1.998], [-2.989, -2.342, -1.120], [-1.393, -5.582, -1.194], [0.482, -7.167, -1.307], [2.784, -6.368, -1.724], [3.192, -3.922, -2.010], [1.131, -1.628, -2.831], [1.447, -2.643, 0.363], [1.294, 1.376, 3.846], [-0.486, 0.123, 4.965], [-1.377, -1.949, 3.971], [-1.509, -4.701, 1.703], [-2.376, -3.307, 2.398], [-1.040, -4.079, 3.298], [-1.732, -0.278, -2.231], [-2.370, 0.388, -4.536], [-0.697, 1.487, -6.007], [1.605, 1.885, -5.149], [3.722, 2.594, -1.932], [2.070, 2.570, -1.259], [2.380, 3.317, -2.854], [5.793, 3.014, 0.224], [4.737, 2.301, 0.675], [3.709, 2.964, 1.314], [2.623, 2.226, 1.756], [2.555, 0.842, 1.570], [3.623, 0.214, 0.932], [4.716, 0.938, 0.477], [3.762, 4.035, 1.453], [1.804, 2.738, 2.244], [3.608, -0.855, 0.785], [5.543, 0.454, -0.024]],
  "lowdin_charge": [0.4902, -0.1250, -0.2754, -0.1697, -0.1482, -0.2704, -0.0221, -0.0645, -0.0640, -0.1354, -0.0096, 0.0210, 0.1148, 0.1052, 0.1131, 0.1085, 0.0775, 0.1201, 0.1164, 0.1072, 0.1038, 0.0944, -0.0507, -0.0682, -0.2312, -0.0146, -0.0810, -0.0907, -0.0146, -0.1898, 0.1548, -0.3559, 0.1501, -0.1328, -0.1619, -0.0517, -0.0850, -0.0237, -0.2109, -0.0858, -0.0764, 0.0532, -0.2281, -0.0205, -0.0828, -0.0903, -0.0117, -0.2641, -0.1002, -0.0645, 0.0781, 0.1003, 0.0780, 0.1055, 0.1044, 0.1001, 0.1186, 0.1445, 0.1397, 0.1105, 0.1079, 0.1025, 0.0855, 0.1004, 0.0979, 0.0983, 0.1002, 0.0987, 0.1199, 0.0835, 0.0586, 0.0931, 0.0494, -0.3042, -0.0107, -0.0628, -0.1925, -0.0098, -0.0009, 0.1194, 0.0930, 0.1129, 0.1212]
}